No. 1
{
  "formula": "C2H9N3",
  "method": "the ωB97M-V functional and the def2-TZVPD basis",
  "species": ["C", "C", "N", "N", "N", "H", "H", "H", "H", "H", "H", "H", "H", "H"],
  "xyz": [[1.755, -0.336, 0.463], [-1.281, 0.682, 0.212], [0.867, 0.543, 0.074], [1.622, -1.534, 0.985], [-1.668, 0.421, -1.157], [2.815, -0.023, 0.173], [-1.420, 1.693, 0.744], [-1.591, -0.104, 1.007], [1.118, 1.471, -0.131], [2.507, -2.034, 1.008], [0.700, -1.938, 0.947], [-2.667, 0.096, -1.184], [-0.954, -0.227, -1.472], [-1.804, 1.291, -1.669]],
  "atomic_forces_ev_per_a": [[1.7, 0.6, -0.7], [2.6, -0.3, 4.3], [-4.6, -1.0, 0.5], [0.1, 1.5, -1.1], [-1.7, 0.8, 1.2], [-1.3, -0.3, 0.8], [0.4, -1.2, -1.7], [0.8, 0.9, -1.9], [0.7, 1.2, -0.3], [-0.6, -0.7, 0.3], [0.2, -0.8, 0.6], [0.8, -0.8, 0.0], [-0.2, -0.3, -1.3], [1.0, 0.4, -0.8]],
  "nbo_charge": [0.368, 0.007, -0.606, -0.685, -0.736, 0.270, 0.308, 0.282, 0.429, 0.465, 0.426, 0.495, 0.494, 0.482],
  "total_charge": 2,
  "e_lumo_ev": [-10.5265, -10.5262],
  "relative_energy_kj_mol": 274.8,
  "multiplicity": 1
}

---

No. 2
{
  "formula": "C3HO3S",
  "method": "the ωB97M-V functional and the def2-TZVPD basis",
  "species": ["C", "C", "C", "O", "O", "O", "S", "H"],
  "xyz": [[0.660, -0.623, -0.398], [0.262, 0.027, -1.523], [-1.875, -1.589, -0.665], [0.070, 0.841, -2.396], [-2.532, -0.663, -0.370], [1.225, -1.699, -0.028], [-1.351, -2.988, -1.062], [0.531, 0.344, 0.249]],
  "atomic_forces_ev_per_a": [[0.3, 2.7, -0.8], [0.6, -0.4, 0.0], [-1.3, 1.8, 0.3], [-0.2, -0.8, 0.6], [0.5, -0.7, -0.1], [-0.2, -0.3, 0.0], [0.5, -1.1, -0.2], [-0.1, -1.2, 0.2]],
  "nbo_charge": [-0.039, 0.448, 0.407, -0.604, -0.521, -0.809, -0.016, 0.136],
  "total_charge": -1,
  "e_lumo_ev": 3.3577,
  "relative_energy_kj_mol": 232.4,
  "multiplicity": 1
}

---

No. 3
{
  "formula": "C3H7NO2",
  "method": "the ωB97M-V functional and the def2-TZVPD basis",
  "species": ["C", "N", "C", "C", "O", "O", "H", "H", "H", "H", "H", "H", "H"],
  "xyz": [[0.750, 2.822, 0.271], [1.093, 2.245, 1.274], [-1.044, -2.525, -1.746], [-0.469, -1.373, -1.160], [-0.758, -0.199, -1.383], [0.427, -0.181, 2.096], [1.226, 2.761, -0.721], [-0.096, 3.516, 0.458], [0.690, -0.260, 3.018], [0.763, 0.701, 1.820], [-0.859, -3.513, -1.348], [-2.035, -2.383, -2.169], [0.311, -1.611, -0.409]],
  "atomic_forces_ev_per_a": [[-0.4, 0.6, 0.1], [0.7, -0.3, 0.3], [-1.4, 0.6, 0.7], [1.2, -0.9, 0.4], [-0.3, 0.5, -0.2], [0.1, 0.1, 0.0], [-0.1, -0.1, -0.2], [-0.2, 0.2, -0.7], [0.0, 0.0, 0.0], [-0.3, -0.9, 0.4], [0.5, 0.0, -0.2], [0.2, -0.1, -0.6], [0.0, 0.2, 0.0]],
  "nbo_charge": [-0.161, -0.231, -0.309, 0.235, -0.498, -0.962, 0.234, 0.236, 0.461, 0.475, 0.193, 0.190, 0.136],
  "total_charge": 0,
  "e_lumo_ev": -4.2768,
  "relative_energy_kj_mol": 830.7,
  "multiplicity": 1
}

---

No. 4
{
  "formula": "C4H10NO",
  "method": "the ωB97M-V functional and the def2-TZVPD basis",
  "species": ["C", "C", "C", "N", "C", "O", "H", "H", "H", "H", "H", "H", "H", "H", "H", "H"],
  "xyz": [[-0.308, 1.285, 0.401], [0.177, -0.126, -0.074], [-0.673, -0.729, -1.097], [0.471, -0.844, 1.202], [1.854, 0.104, -0.760], [2.754, 0.329, -0.002], [-0.542, 1.971, -0.484], [0.491, 1.776, 0.916], [-1.127, 1.191, 1.054], [-1.616, -1.183, -0.884], [-0.246, -1.576, -1.578], [-0.892, 0.005, -1.761], [1.265, -0.391, 1.820], [0.622, -1.800, 0.946], [-0.317, -0.909, 1.980], [1.908, -0.254, -1.788]],
  "atomic_forces_ev_per_a": [[1.1, 0.1, -2.8], [2.5, 3.9, 0.6], [0.0, -2.8, 1.2], [-0.9, 0.3, 3.4], [-1.7, -1.3, 2.8], [-1.2, 0.1, -1.1], [0.1, -1.1, 1.2], [0.6, 0.3, 0.5], [-1.3, 0.0, 0.7], [-1.0, 0.2, 1.2], [1.1, -0.5, -0.8], [-0.4, 2.1, -2.3], [-1.1, -1.1, -2.2], [0.9, -1.0, 0.4], [1.2, 0.4, -2.3], [0.2, 0.5, -0.5]],
  "nbo_charge": [-0.636, 0.050, -0.679, -0.717, 0.461, -0.465, 0.254, 0.229, 0.220, 0.256, 0.232, 0.257, 0.481, 0.441, 0.452, 0.164],
  "smiles": "CC(C)([NH3+])C=O",
  "total_charge": 1,
  "e_lumo_ev": -3.9383,
  "relative_energy_kj_mol": 202.6,
  "multiplicity": 1
}

---

What is the formula in the fourth record?
C4H10NO